C19H44N4O8 | the ωB97M-V functional and the def2-TZVPD basis

Atoms and positions in Å:
N -12.27701 -17.67250 -2.99356
H -12.16564 -18.66284 -2.68742
H -11.37247 -17.23018 -2.87824
H -13.02555 -17.24670 -2.45711
H -12.52683 -17.78691 -3.98645
C -10.49623 -20.91855 -2.75141
O -11.24431 -20.03931 -1.98208
H -9.52417 -21.30230 -2.39031
H -11.13349 -21.74303 -3.09529
H -10.04642 -20.50009 -3.68001
C -9.42968 -24.71033 0.88548
C -9.39303 -23.44427 1.78613
C -8.04218 -23.40525 2.47134
O -8.16330 -22.31511 3.41405
C -6.95108 -21.67454 3.70909
N -9.57641 -22.37651 0.73352
H -8.92368 -24.66496 -0.07294
H -10.48563 -24.91184 0.70429
H -9.01005 -25.50602 1.51366
H -10.15802 -23.40228 2.55880
H -7.18128 -23.14457 1.84884
H -7.76764 -24.32619 2.99597
H -6.12433 -22.37495 3.53805
H -6.91963 -21.31439 4.73645
H -6.66797 -20.83588 3.06036
H -9.92435 -22.83391 -0.09213
H -8.77616 -21.85290 0.40600
C -12.30895 -20.28486 -6.12789
C -12.76546 -18.88374 -6.55488
C -14.18013 -18.44212 -6.20680
O -15.03954 -19.17781 -7.03357
C -16.39298 -18.96049 -6.71903
N -11.79970 -17.99249 -5.89123
H -12.62231 -20.34017 -5.08269
H -11.24801 -20.49418 -6.23490
H -12.84383 -21.01174 -6.74199
H -12.64256 -18.77869 -7.64046
H -14.22530 -17.35462 -6.33163
H -14.32074 -18.69515 -5.14524
H -16.69231 -17.90958 -6.64865
H -16.68533 -19.47614 -5.79927
H -17.04040 -19.34229 -7.50989
H -10.87556 -18.31554 -6.15109
H -11.84635 -17.03903 -6.24464
C -14.79243 -22.69050 0.74441
C -13.27928 -22.95147 0.57635
C -13.09386 -24.08604 -0.44061
O -13.92081 -25.20809 -0.10103
C -13.21949 -26.13552 0.75666
N -12.72739 -21.69634 0.07993
H -15.38582 -23.55118 1.04715
H -15.25253 -22.33319 -0.18110
H -14.83994 -21.90416 1.49990
H -12.89995 -23.26060 1.55651
H -12.05882 -24.28240 -0.72781
H -13.59767 -23.71465 -1.33678
H -12.39588 -26.56594 0.18104
H -13.91362 -26.89086 1.10882
H -12.75987 -25.52902 1.54005
H -13.53007 -21.38659 -0.46530
H -12.07681 -21.68512 -0.70732
C -16.10108 -20.94710 -3.58207
C -14.81533 -21.23709 -3.45037
C -14.24201 -22.51149 -4.03885
O -13.13117 -22.84624 -3.69766
C -15.13740 -23.27553 -4.90780
C -16.47088 -22.96949 -4.97501
C -17.06686 -21.94572 -4.11456
O -18.25755 -21.71789 -3.99765
O -17.28014 -23.72540 -5.70316
O -13.97417 -20.52099 -2.67069
H -16.52031 -20.08987 -3.07130
H -14.81918 -24.08259 -5.55173
H -18.15338 -23.29139 -5.68421
H -13.06097 -20.86917 -2.79406

Calculated values
Frontier orbital gap in eV: 5.771
DFT total energy in Eh: -1571.0720
2S+1: 1
Relative energy (zero: lowest compared OMol25 entry of this formula, charge and spin) in kJ/mol: 40.5
Lowest unoccupied orbital energy in eV: -1.381
Highest occupied orbital energy in eV: -7.152

Atomic partial charges in e from the Löwdin method, atoms 1 to 5:
1. N 0.272
2. H 0.059
3. H 0.135
4. H 0.137
5. H 0.070